No. 1
A cluster of 2 separate species, C27H25ClN2O8 in total. Source: OMol25; level of theory: ωB97M-V/def2-TZVPD.

Each line ends with the natural charge from an NBO analysis.
Cartesian coordinates (Å):
O -0.46 -7.16 2.67  -0.543
O 0.72 6.68 -1.59  -0.656
O -2.17 3.29 -2.12  -0.642
Cl 3.46 0.37 4.11  0.003
O -2.16 -0.41 2.86  -0.717
O -1.46 -6.47 -4.25  -0.658
O 0.78 -4.79 3.01  -0.459
O -0.74 -2.54 3.72  -0.700
O -0.80 -6.97 0.43  -0.457
C -0.35 -6.51 1.64  0.709
C 1.48 5.87 -2.09  0.679
C -1.29 4.15 -2.14  0.659
C 0.31 -5.18 1.76  0.216
C 0.42 -4.40 0.62  -0.222
C 3.40 -2.23 3.29  -0.258
C -0.36 0.47 1.54  -0.299
C -2.35 1.82 1.99  -0.305
C -0.43 -4.69 -3.04  -0.280
C 2.76 -3.45 3.02  -0.217
C 1.27 -1.25 3.88  -0.313
C -1.12 -6.70 -1.89  -0.347
C 0.04 -4.16 -1.83  -0.145
C 0.21 1.55 0.84  -0.183
C -1.79 2.88 1.26  -0.158
C 2.66 -1.13 3.73  -0.027
C -1.63 0.61 2.14  0.369
C -1.01 -5.96 -3.07  0.320
C 1.37 -3.57 3.18  0.200
C 0.62 -2.46 3.59  0.338
C -0.65 -6.18 -0.68  0.398
C -0.07 -4.91 -0.65  -0.176
C -0.50 2.76 0.70  -0.034
N -1.52 5.36 -2.67  -0.614
N 1.26 4.56 -2.14  -0.606
C 2.77 6.35 -2.73  -0.707
C -2.77 5.80 -3.28  -0.416
C 0.15 3.92 -0.03  -0.424
C 0.11 3.82 -1.57  -0.120
H -3.09 -0.27 3.02  0.501
H -1.83 -7.36 -4.11  0.484
H -1.17 -1.70 3.48  0.509
H 0.89 -3.42 0.67  0.227
H 4.48 -2.15 3.18  0.230
H 0.17 -0.46 1.61  0.223
H -3.32 1.93 2.44  0.210
H -0.36 -4.12 -3.96  0.229
H 3.34 -4.32 2.72  0.235
H 0.71 -0.40 4.23  0.234
H -1.57 -7.68 -1.89  0.222
H 0.48 -3.17 -1.82  0.220
H 1.19 1.44 0.40  0.210
H -2.34 3.81 1.14  0.220
H -0.78 6.05 -2.55  0.421
H 1.95 4.00 -2.60  0.401
H 3.61 5.82 -2.28  0.225
H 2.74 6.16 -3.80  0.230
H 2.88 7.42 -2.55  0.247
H -2.56 6.33 -4.22  0.200
H -3.41 4.94 -3.51  0.233
H -3.30 6.47 -2.60  0.198
H 1.19 3.96 0.29  0.221
H -0.32 4.85 0.28  0.233
H 0.27 2.77 -1.82  0.233

Its spin multiplicity is 1. The charge is 0. Its SMILES is CNC(=O)[C@H](Cc1ccc(O)cc1)NC(C)=O.O=c1oc2cc(O)ccc2cc1Oc1ccc(Cl)cc1O. Its total energy is -60287.9008 eV. The HOMO-LUMO gap is 8.43 eV.


No. 2
An isolated molecule of C4H4O. Source: OMol25; level of theory: ωB97M-V/def2-TZVPD.

Each line ends with the natural charge from an NBO analysis.
Cartesian coordinates (Å):
C -0.80 0.33 0.63  -0.266
C -0.99 0.10 -0.66  -0.130
C 0.05 -0.77 -0.02  -0.408
C 1.48 -0.53 -0.31  0.349
O 1.84 0.67 0.06  -0.722
H -1.01 0.78 1.52  0.233
H -1.32 0.13 -1.77  0.258
H -0.19 -1.86 0.15  0.199
H 0.96 1.15 0.41  0.487

Its spin multiplicity is 3. The charge is 0. Its total energy is -6252.5638 eV. Its expectation value of S² is 2.006. The calculation puts the energy above the lowest of the compared OMol25 structures with the same formula, charge and spin at 63.5 kcal/mol. The HOMO-LUMO gap (spin up / spin down) is 7.27 / 9.56 eV.


No. 3
A cluster of 2 separate species, C3H6OS in total. Source: OMol25; level of theory: ωB97M-V/def2-TZVPD.

Each line ends with the natural charge from an NBO analysis.
Cartesian coordinates (Å):
C -0.51 0.30 0.98  -0.090
C -0.38 0.40 -0.45  -0.375
C 1.02 0.03 -1.02  -0.580
H -0.93 -1.88 0.33  0.382
H 0.57 0.52 1.47  0.138
H -1.07 1.11 1.59  0.202
H -1.17 -0.37 -0.89  0.231
H 1.88 -0.03 -0.32  0.214
H 1.26 -0.90 -1.68  0.228
O -1.25 -0.80 1.31  -0.620
S 0.57 1.62 -1.32  0.271

Its spin multiplicity is 1. The charge is 0. Its total energy is -16085.8323 eV. The calculation puts the energy above the lowest of the compared OMol25 structures with the same formula, charge and spin at 119.0 kcal/mol. The HOMO-LUMO gap is 8.54 eV.


No. 4
A structure of composition C17H12CaN2O4S. Source: OMol25; level of theory: ωB97M-V/def2-TZVPD.

Each line ends with the natural charge from an NBO analysis.
Cartesian coordinates (Å):
Ca 1.74 -0.45 0.94  1.786
C 0.17 1.57 -1.19  -0.674
C 0.37 0.24 -1.82  0.262
C -0.32 -0.11 -3.05  -0.274
C 0.11 -1.19 -3.73  -0.108
C 1.18 -2.08 -3.28  -0.071
C 1.81 -3.13 -4.00  -0.239
C 2.78 -3.88 -3.39  -0.184
C 3.34 -3.50 -2.16  -0.238
C 2.91 -2.39 -1.41  -0.158
S 3.72 -1.98 0.04  -0.515
C 1.80 -1.63 -2.04  0.124
N 1.29 -0.54 -1.35  -0.588
H -0.50 2.18 -1.84  0.231
H 1.07 2.15 -1.07  0.237
H -0.31 1.60 -0.26  0.233
H -1.15 0.50 -3.28  0.221
H -0.35 -1.42 -4.65  0.212
H 1.48 -3.39 -5.03  0.214
H 3.12 -4.73 -4.00  0.220
H 4.28 -4.04 -1.84  0.228
O -0.14 -1.38 1.92  -0.715
C -1.12 -0.80 2.43  0.429
C -1.20 0.61 2.62  -0.264
C -2.47 0.99 3.24  -0.112
C -2.69 2.30 3.50  -0.043
C -1.74 3.27 3.10  -0.145
C -0.49 2.94 2.62  -0.287
C -0.14 1.55 2.44  0.434
O 1.00 1.18 2.04  -0.858
N -3.94 2.77 4.09  0.529
O -4.44 3.81 3.68  -0.375
O -4.27 2.10 5.05  -0.367
H -2.03 -1.32 2.76  0.138
H -3.14 0.15 3.41  0.233
H -1.97 4.37 3.20  0.250
H 0.25 3.70 2.29  0.234

Its spin multiplicity is 1. The charge is 0. Its total energy is -58267.8491 eV. The HOMO-LUMO gap is 6.66 eV.


No. 5
The ion C5H11N with charge +1. Source: OMol25; level of theory: ωB97M-V/def2-TZVPD.

Each line ends with the natural charge from an NBO analysis.
Cartesian coordinates (Å):
C -1.33 0.71 0.24  -0.238
C -0.53 -0.39 0.80  -0.497
C 0.76 -0.49 0.07  0.341
C 0.88 -1.19 -1.10  -0.111
C 1.91 0.31 0.62  -0.719
N -2.28 0.55 -0.88  -0.747
H -0.70 1.58 -0.03  0.194
H -1.96 1.03 1.15  0.231
H -0.98 -1.45 0.69  0.266
H -0.29 -0.03 1.84  0.271
H 1.51 -1.25 -1.97  0.258
H 0.30 -2.06 -1.11  0.218
H 2.85 -0.10 0.27  0.263
H 2.01 1.37 0.37  0.315
H 1.81 0.27 1.79  0.272
H -1.96 -0.17 -1.37  0.329
H -1.98 1.31 -1.37  0.354

Its spin multiplicity is 2. The charge is +1. Its total energy is -6842.0691 eV. Its expectation value of S² is 0.754. The calculation puts the energy above the lowest of the compared OMol25 structures with the same formula, charge and spin at 91.4 kcal/mol. The HOMO-LUMO gap (spin up / spin down) is 8.70 / 5.24 eV.


No. 6
An isolated molecule of C3H4F2O2S. Source: OMol25; level of theory: ωB97M-V/def2-TZVPD.

Each line ends with the natural charge from an NBO analysis.
Cartesian coordinates (Å):
C 2.11 0.99 -0.25  0.157
C 0.77 0.82 -0.24  0.073
C -1.76 -0.34 0.48  -0.887
O -0.47 -1.39 -1.61  -0.904
O 0.40 -1.92 0.63  -0.902
F 2.90 -0.03 -0.04  -0.299
F -0.21 1.80 -0.39  -0.333
S -0.22 -1.02 -0.24  2.113
H 2.77 1.93 -0.24  0.197
H -2.43 -1.03 0.93  0.258
H -1.48 0.17 1.37  0.255
H -2.38 0.02 -0.40  0.272

Its spin multiplicity is 1. The charge is 0. Its SMILES is CS(=O)(=O)/C(F)=C\F. Its total energy is -23537.4377 eV. The calculation puts the energy above the lowest of the compared OMol25 structures with the same formula, charge and spin at 49.3 kcal/mol. The HOMO-LUMO gap is 10.95 eV.


No. 7
An isolated molecule of C4H3NS2. Source: OMol25; level of theory: ωB97M-V/def2-TZVPD.

Each line ends with the natural charge from an NBO analysis.
Cartesian coordinates (Å):
C -0.76 0.45 1.26  -0.267
C 0.49 0.06 0.55  -0.558
C 0.30 0.24 -0.90  -0.175
C -0.03 -0.86 -1.82  0.204
H -1.15 1.49 1.29  0.225
H 0.63 -0.99 0.95  0.269
H 1.28 0.67 0.74  0.253
N -0.35 -1.78 -2.49  -0.259
S -1.39 -0.69 2.22  0.113
S 0.98 1.41 -1.80  0.196

Its spin multiplicity is 1. The charge is 0. Its SMILES is N#CC(=S)CC=S. Its total energy is -27354.2083 eV. The calculation puts the energy above the lowest of the compared OMol25 structures with the same formula, charge and spin at 35.9 kcal/mol. The HOMO-LUMO gap is 7.38 eV.


No. 8
A structure of composition C3HBrCl2FO2. Source: OMol25; level of theory: ωB97M-V/def2-TZVPD.

Each line ends with the natural charge from an NBO analysis.
Cartesian coordinates (Å):
C -0.28 0.57 -1.67  0.938
C 0.72 -0.46 0.84  0.097
C -0.44 0.22 0.26  -0.257
O -0.41 1.73 -1.78  -0.652
O -0.18 -0.49 -2.16  -0.661
F 0.54 -0.74 2.16  -0.369
Cl 2.27 0.54 0.75  -0.101
Cl -1.07 1.56 1.13  -0.004
Br -2.00 -1.41 0.17  -0.223
H 0.85 -1.54 0.30  0.232

Its spin multiplicity is 1. The charge is -1. Its total energy is -105028.1297 eV. The calculation puts the energy above the lowest of the compared OMol25 structures with the same formula, charge and spin at 0.0 kcal/mol. The HOMO-LUMO gap is 7.81 eV.